Entry 1:
{
  "formula": "C2H3N5O",
  "method": "the ωB97M-V functional and the def2-TZVPD basis",
  "smiles": "O/N=C/c1nnn[nH]1",
  "de_lowest_ev": 4.781,
  "lumo_energy_ha": -0.01084,
  "e_homo_ev": -10.0,
  "species": ["C", "C", "H", "H", "H", "N", "N", "N", "N", "N", "O"],
  "xyz": [[-0.78709, -0.00547, -0.05056], [0.65535, -0.22956, -0.00506], [-3.64506, -0.65139, -0.32826], [-0.98069, 1.09030, -0.29283], [1.43024, 1.80925, 0.39630], [-1.77061, -0.81585, 0.24938], [1.31398, -1.43419, -0.00013], [2.61656, -0.98730, -0.04129], [2.64670, 0.36514, 0.09137], [1.48809, 0.82132, -0.00501], [-2.96748, 0.03774, -0.01390]],
  "forces_ev_per_a": [[-1.307, 0.520, 0.676], [-2.595, -3.241, 0.390], [1.429, 1.421, 0.872], [-0.351, -1.502, 0.084], [-0.767, -1.820, -1.221], [0.805, 3.134, -1.671], [0.779, 4.809, -0.874], [-0.652, 1.764, 1.275], [5.311, -4.045, -1.091], [-2.326, 1.765, 1.749], [-0.326, -2.806, -0.190]]
}



Entry 2:
{
  "formula": "C23H42BrO12P3",
  "method": "the ωB97M-V functional and the def2-TZVPD basis",
  "total_charge": -2,
  "lumo_energy_ha": 0.12191,
  "e_homo_ev": -1.2,
  "species": ["C", "C", "C", "C", "C", "O", "O", "O", "P", "C", "C", "C", "Br", "O", "C", "C", "C", "C", "C", "C", "C", "C", "C", "H", "H", "H", "H", "H", "H", "H", "H", "H", "H", "H", "H", "H", "H", "H", "H", "H", "H", "H", "H", "H", "H", "H", "H", "C", "O", "P", "O", "O", "C", "O", "C", "H", "H", "H", "H", "H", "H", "H", "H", "H", "C", "O", "P", "O", "O", "C", "O", "C", "H", "H", "H", "H", "H", "H", "H", "H", "H"],
  "xyz": [[-2.36452, 0.10299, 6.11912], [-2.31764, -0.84999, 5.12900], [-1.82957, -0.56895, 3.74242], [-0.28962, -0.68473, 3.78978], [0.10959, -2.15084, 4.22877], [1.14361, -2.26946, 4.89995], [-0.64497, -3.07576, 3.83915], [0.22759, 0.26542, 4.69509], [0.71130, 1.74088, 3.86116], [1.40593, 3.32495, 2.99418], [0.30970, 4.24013, 2.47450], [-0.26905, 3.80152, 1.14794], [1.08847, 3.63118, -0.27105], [0.44265, 1.01153, 2.27436], [0.47298, -0.37822, 2.51873], [0.35456, -1.30273, 1.30809], [1.36451, -2.42026, 1.30891], [0.96727, -3.75505, 1.26420], [1.90852, -4.77574, 1.29552], [3.26747, -4.49810, 1.37315], [3.69453, -3.17301, 1.39377], [5.14997, -2.78332, 1.49419], [2.73502, -2.16643, 1.35829], [-1.67379, 0.00214, 6.95646], [-3.02033, 0.96848, 6.09763], [-2.62378, -1.86263, 5.37393], [-2.27632, -1.32582, 3.09363], [-2.18242, 0.42876, 3.45936], [2.10470, 1.30790, 3.94630], [0.94671, 2.33131, 5.18705], [-0.63967, 2.27037, 3.91821], [2.05043, 3.80445, 3.73318], [2.06456, 2.96079, 2.20817], [0.69466, 5.26195, 2.34548], [-0.47072, 4.29109, 3.23980], [-0.77219, 2.84350, 1.21709], [-0.93218, 4.57537, 0.77275], [1.51028, -0.53100, 2.85126], [-0.64189, -1.73045, 1.19110], [0.56935, -0.69062, 0.42613], [-0.09104, -3.97095, 1.22871], [1.54108, -5.79433, 1.26744], [3.98590, -5.30801, 1.42049], [5.49849, -2.98181, 2.50927], [5.77184, -3.29847, 0.76432], [5.22507, -1.70508, 1.37376], [3.05701, -1.13054, 1.37640], [0.77640, 2.39644, -3.20016], [0.45410, 2.38406, -4.61897], [1.22295, 1.36383, -5.53513], [1.28969, -0.01047, -5.05273], [2.65561, 2.02501, -5.77500], [2.73364, 3.41231, -6.10541], [0.47304, 1.55898, -6.92492], [0.77168, 0.60844, -7.95028], [0.75986, 3.42280, -2.86174], [0.02694, 1.82414, -2.66071], [1.76199, 1.97109, -3.01218], [2.98170, 3.98100, -5.20961], [1.79760, 3.78501, -6.52100], [3.52545, 3.54012, -6.84150], [1.78508, 0.21820, -7.85211], [0.67623, 1.11268, -8.90998], [0.06174, -0.21552, -7.90074], [-4.73083, -1.40701, 0.46066], [-3.72650, -0.82329, -0.37643], [-4.07762, -0.56557, -1.89213], [-5.34615, 0.10820, -2.16602], [-3.98260, -1.99583, -2.59008], [-2.85819, -2.83444, -2.28435], [-2.76895, 0.19018, -2.34486], [-2.74931, 0.82779, -3.62600], [-4.23500, -2.09030, 1.14616], [-5.22575, -0.62147, 1.02766], [-5.47136, -1.95723, -0.12254], [-3.15451, -3.57482, -1.54199], [-2.01382, -2.26130, -1.90388], [-2.55879, -3.34228, -3.19863], [-3.40552, 0.33097, -4.34188], [-1.72808, 0.78883, -3.99530], [-3.05476, 1.86703, -3.51536]],
  "forces_ev_per_a": [[-0.208, -0.578, -0.125], [-0.517, 0.712, 0.322], [-2.271, -0.051, -0.170], [0.169, -0.331, 1.036], [0.185, -0.123, 0.395], [0.241, 0.091, 0.002], [-0.495, -0.075, -0.473], [-0.379, 0.502, -1.067], [1.130, 0.911, 1.497], [-0.470, -0.618, 0.268], [1.314, 0.376, -0.124], [-0.489, 0.271, 0.402], [-0.059, 0.124, 0.344], [-0.748, -0.366, 0.067], [1.496, -0.193, -0.022], [-0.233, 0.370, -0.451], [0.137, -0.589, 0.134], [0.161, 0.299, -0.069], [-0.201, 0.060, -0.082], [-0.157, 0.077, -0.068], [-0.189, 0.182, -0.104], [-0.488, 0.055, 0.390], [-0.147, 0.135, -0.082], [-1.260, -0.764, 0.989], [1.368, 1.069, -0.951], [1.926, -0.589, 0.276], [0.356, 0.061, -0.412], [0.463, 0.141, -0.243], [-0.129, -0.387, -0.560], [-0.219, 0.026, -0.054], [-0.146, -0.126, -0.403], [-0.151, 0.194, 0.124], [-0.106, 0.084, -0.209], [-0.105, 0.078, -0.012], [-0.316, -0.080, -0.225], [0.186, -0.182, -0.109], [-0.154, -0.113, -0.193], [-0.029, -0.366, 0.208], [-0.122, 0.060, 0.041], [-0.155, 0.130, -0.026], [-0.037, -0.119, 0.145], [0.169, -0.114, 0.059], [0.068, -0.034, -0.003], [0.227, -0.204, -0.043], [0.122, -0.016, 0.016], [0.181, 0.053, -0.230], [0.061, 0.032, 0.061], [0.002, -0.115, -0.028], [-0.131, 0.112, -0.406], [-0.104, 0.003, 0.431], [0.316, -0.118, -0.200], [0.079, -0.253, -0.038], [0.050, 0.111, 0.032], [-0.161, 0.294, 0.061], [-0.018, -0.086, -0.074], [-0.103, 0.084, -0.188], [0.024, -0.022, 0.007], [-0.026, -0.052, -0.027], [-0.036, 0.003, 0.006], [-0.014, -0.030, 0.004], [0.021, -0.067, 0.014], [-0.009, -0.018, 0.021], [-0.035, 0.073, 0.043], [0.043, -0.032, 0.041], [-0.071, -0.110, 0.201], [0.164, 0.082, -0.225], [0.062, 0.007, 0.351], [-0.129, -0.151, -0.269], [-0.206, 0.052, -0.100], [0.114, -0.104, 0.036], [0.153, 0.039, 0.065], [0.048, 0.087, -0.047], [0.094, 0.069, 0.003], [0.001, 0.016, -0.029], [0.000, 0.036, -0.044], [0.011, 0.038, 0.031], [-0.016, 0.022, 0.010], [-0.061, 0.034, -0.041], [-0.038, -0.034, 0.060], [0.047, -0.038, 0.038], [-0.049, -0.008, -0.003]]
}



Entry 3:
{
  "formula": "C23H32NZr",
  "method": "the ωB97M-V functional and the def2-TZVPD basis",
  "total_charge": 1,
  "de_lowest_ev": 0.000,
  "lumo_energy_ha": -0.12539,
  "e_homo_ev": -9.7,
  "species": ["C", "C", "C", "C", "C", "Zr", "C", "C", "H", "C", "H", "H", "C", "H", "H", "H", "C", "H", "H", "H", "C", "H", "H", "H", "C", "H", "H", "H", "C", "H", "H", "H", "C", "H", "H", "H", "C", "H", "H", "H", "C", "C", "C", "C", "H", "C", "H", "C", "H", "H", "H", "C", "C", "N", "H", "H", "H"],
  "xyz": [[1.43548, -1.82278, 1.15134], [1.94688, -1.14888, -0.00806], [0.99378, -1.34398, -1.09376], [-0.09782, -2.09908, -0.58986], [0.13268, -2.34638, 0.82394], [-0.00402, -0.01628, 0.70324], [-1.92942, 1.72362, -1.07456], [-1.86702, 1.17072, 0.36594], [-1.99792, 1.95442, 1.12624], [-2.20282, -0.17528, 0.78004], [-2.61382, -0.87518, 0.04024], [-2.62532, -0.31988, 1.78314], [-2.83082, 2.98042, -1.11876], [-2.39782, 3.78972, -0.50576], [-2.95352, 3.35812, -2.15016], [-3.82972, 2.73772, -0.71546], [-2.47702, 0.66922, -2.05756], [-1.83652, -0.22738, -2.05946], [-3.49682, 0.36812, -1.76456], [-2.51562, 1.06212, -3.08786], [3.33648, -0.58828, -0.15556], [3.59768, 0.08412, 0.67864], [4.08348, -1.40578, -0.17256], [3.44268, -0.02438, -1.09506], [1.20778, -0.90398, -2.51506], [1.76098, 0.04772, -2.56416], [1.79258, -1.66018, -3.07326], [0.25188, -0.76028, -3.04286], [-1.21542, -2.71148, -1.38396], [-1.34292, -2.22118, -2.36176], [-0.99002, -3.77818, -1.57336], [-2.18012, -2.67548, -0.85036], [-0.72962, -3.20248, 1.71014], [-1.77422, -3.21398, 1.35854], [-0.36672, -4.24898, 1.72974], [-0.73002, -2.82608, 2.74574], [2.14758, -1.98868, 2.46374], [1.43938, -2.13668, 3.29414], [2.81778, -2.86848, 2.42414], [2.76018, -1.10528, 2.70324], [0.56408, 1.99062, -0.56346], [-0.49642, 2.10462, -1.49956], [1.88038, 2.37632, -0.89426], [-0.17242, 2.52932, -2.80146], [0.30478, 1.96162, 0.54364], [2.17338, 2.81422, -2.18876], [2.65878, 2.33102, -0.12716], [1.14218, 2.87992, -3.14256], [-0.95842, 2.60202, -3.56056], [3.19318, 3.10842, -2.45686], [1.36318, 3.22092, -4.15976], [0.03988, 0.03702, 5.47814], [0.04368, 0.13562, 4.01864], [0.03888, 0.15702, 2.86144], [-0.67552, 0.79642, 5.85594], [0.83438, 0.69402, 5.88654], [-0.07632, -0.98998, 5.88194]],
  "forces_ev_per_a": [[-0.345, -0.595, -0.689], [0.038, -0.821, -0.524], [0.595, -0.399, 0.863], [0.502, -0.350, 0.879], [0.761, -0.978, -0.801], [-1.157, 0.774, -1.305], [-0.157, 0.148, 0.163], [-0.417, 0.557, 0.182], [-0.141, -0.185, -0.234], [-0.604, -0.298, -0.195], [0.029, 0.304, 0.375], [0.048, 0.060, -0.376], [-0.020, 0.082, -0.064], [-0.178, -0.300, -0.210], [0.066, -0.130, 0.395], [0.410, 0.063, -0.182], [-0.017, -0.021, -0.027], [-0.267, 0.281, -0.054], [0.399, 0.119, -0.104], [0.014, -0.148, 0.418], [0.221, -0.005, 0.000], [0.011, -0.218, -0.280], [-0.312, 0.379, 0.017], [-0.043, -0.186, 0.370], [0.014, 0.100, -0.238], [-0.215, -0.342, 0.004], [-0.267, 0.299, 0.270], [0.349, -0.061, 0.153], [-0.253, -0.097, -0.118], [0.047, -0.243, 0.363], [-0.060, 0.459, 0.072], [0.398, -0.018, -0.238], [-0.110, -0.145, 0.040], [0.414, 0.031, 0.154], [-0.159, 0.464, 0.007], [-0.029, -0.186, -0.291], [0.200, -0.054, 0.161], [0.267, -0.091, -0.312], [-0.283, 0.404, 0.063], [-0.084, -0.310, -0.063], [0.453, 1.260, -0.002], [0.314, -0.170, 0.321], [-0.106, 0.120, -0.486], [0.428, -0.091, -0.024], [0.025, 0.843, -1.221], [-0.109, -0.208, 0.303], [-0.241, 0.088, -0.327], [-0.341, -0.124, 0.301], [0.305, -0.002, 0.335], [-0.425, -0.133, 0.113], [-0.097, -0.122, 0.433], [-0.161, 1.918, 0.264], [0.020, -0.385, -0.637], [0.179, 0.176, 2.982], [-0.922, -1.101, -0.350], [0.806, -1.325, -0.369], [0.209, 0.911, -0.283]]
}